1.
A molecular structure, C39H35ClHgN2Si2. Source: the OMol25 dataset; level of theory: ωB97M-V with the def2-TZVPD basis set.

Structure (XYZ):
```
80
Properties=species:S:1:pos:R:3:forces:R:3:mulliken_charge:R:1
C -1.9217 -0.8959 5.4740 -0.098 -0.192 -0.710 -0.52
C -2.7997 -0.2979 4.5236 0.509 -0.490 -0.153 -0.83
C -2.8752 -1.1580 3.3877 0.568 0.077 0.471 -0.64
H -3.3097 0.6565 4.6343 -0.023 -0.177 0.049 0.48
C -2.0388 -2.2846 3.6347 0.067 0.534 0.320 -0.54
C -1.4612 -2.1305 4.9290 -0.191 0.624 -0.425 -0.73
H -0.7746 -2.8244 5.4094 -0.160 0.047 -0.026 0.51
H -1.6511 -0.4828 6.4435 -0.097 -0.093 -0.109 0.47
H -3.4886 -1.0064 2.5012 0.065 -0.048 0.168 0.57
H -1.8886 -3.1187 2.9536 -0.071 0.070 0.158 0.50
Hg 0.8552 0.1802 2.3641 -1.341 -0.479 -0.064 0.69
Si 2.4883 0.0693 -4.5629 0.472 0.157 0.548 0.50
C 1.6316 1.5708 -5.2231 0.103 0.331 -0.339 0.17
C 2.2086 2.2827 -6.2894 -0.574 0.211 0.127 -0.64
H 3.1661 1.9506 -6.7044 -0.346 0.196 0.101 0.33
C 1.5470 3.3944 -6.8215 -0.064 -0.030 0.106 -0.52
H 1.9862 3.9304 -7.6655 -0.162 -0.098 0.271 0.37
C 0.3245 3.8144 -6.2770 0.188 -0.265 0.092 -0.54
H -0.1871 4.6862 -6.6916 0.175 -0.282 0.132 0.36
C -0.2463 3.1120 -5.2072 0.166 -0.107 -0.101 -0.61
H -1.2026 3.4312 -4.7863 0.285 -0.081 -0.173 0.40
C 0.4009 1.9858 -4.6858 0.128 0.251 -0.422 0.01
H -0.0560 1.4170 -3.8706 0.145 0.200 -0.321 0.70
C 1.8141 -1.4752 -5.3081 -0.105 -0.474 -0.595 0.53
C 0.6712 -1.4089 -6.1256 0.129 -0.450 0.105 -0.13
H 0.2558 -0.4374 -6.4078 0.112 -0.319 0.121 0.34
C 0.0628 -2.5822 -6.5792 0.158 -0.201 0.083 -0.65
H -0.8198 -2.5212 -7.2198 0.236 -0.058 0.237 0.36
C 0.5936 -3.8324 -6.2276 0.156 0.371 -0.010 -0.45
H 0.1067 -4.7495 -6.5707 0.201 0.327 0.109 0.38
C 1.7643 -3.9007 -5.4599 0.027 0.151 0.001 -0.51
H 2.2079 -4.8738 -5.2271 -0.201 0.351 -0.048 0.36
C 2.3771 -2.7263 -5.0020 -0.507 -0.152 -0.296 -0.57
H 3.2923 -2.7789 -4.4040 -0.323 -0.047 -0.166 0.32
H 2.1850 -0.0047 -3.1450 -0.028 -0.025 -0.045 -0.24
Si -0.0296 -0.0370 0.0828 0.292 -0.051 1.258 0.13
C -0.8752 -1.6531 -0.1909 0.204 -0.495 -0.326 0.97
C -2.0233 -1.7248 -1.0013 0.162 -0.283 0.214 -0.23
H -2.4761 -0.8076 -1.3946 0.144 -0.386 0.165 0.37
C -2.5858 -2.9699 -1.2983 0.090 0.105 0.103 -0.69
H -3.4856 -3.0167 -1.9076 0.160 -0.031 0.094 0.39
C -2.0023 -4.1443 -0.8171 0.103 0.323 0.016 -0.47
H -2.4424 -5.1116 -1.0527 0.073 0.214 0.041 0.40
C -0.8470 -4.0781 -0.0376 0.213 0.318 0.136 -0.60
H -0.3707 -4.9853 0.3279 -0.170 0.110 -0.066 0.40
C -0.2839 -2.8396 0.2837 -0.452 -0.033 -0.336 -0.51
H 0.6238 -2.7876 0.8956 -0.354 -0.064 -0.185 0.12
C -1.1619 1.3460 -0.3233 -0.200 0.483 -0.205 0.32
C -2.3386 1.4528 0.4418 0.072 0.199 -0.202 -0.27
H -2.5074 0.7771 1.2875 0.012 0.126 -0.227 0.47
C -3.2818 2.4300 0.1322 0.185 -0.038 -0.056 -0.74
H -4.1791 2.5140 0.7360 0.032 0.000 -0.087 0.46
C -3.0670 3.2956 -0.9422 0.283 -0.087 -0.066 -0.59
H -3.8076 4.0542 -1.1904 0.144 -0.164 0.060 0.38
C -1.8892 3.2049 -1.6900 0.047 0.038 0.056 -0.58
H -1.7063 3.9024 -2.5127 -0.093 -0.229 0.304 0.39
C -0.9248 2.2406 -1.3762 -0.451 0.202 0.182 -0.60
H 0.0068 2.2067 -1.9446 -0.284 -0.052 0.237 0.75
H 3.9787 0.1975 -4.5892 -0.200 -0.053 -0.406 -0.24
Cl 1.7545 0.1256 -0.9170 0.122 0.040 -0.038 -0.50
C -0.5565 3.7404 5.1636 0.108 -0.193 0.035 -0.67
C 0.4119 3.7225 6.1741 -0.155 -0.215 -0.460 -0.47
C 1.3200 2.6668 6.2050 0.030 -0.574 -0.409 -0.73
C 1.2691 1.6637 5.2175 -0.991 1.477 -0.327 0.40
N 0.3943 1.7607 4.1872 -0.080 0.370 0.875 0.16
C -0.5371 2.7328 4.1933 0.666 -0.206 0.032 -0.29
C 2.0642 0.4260 5.2780 0.747 -1.591 -0.404 0.49
C 2.9381 0.0977 6.3316 -0.467 0.361 -0.337 -0.61
C 3.4875 -1.1748 6.4255 -0.281 -0.214 -0.567 -0.44
C 3.1092 -2.1336 5.4736 -0.149 0.197 -0.019 -0.64
C 2.2793 -1.7512 4.4179 0.202 0.965 0.136 -0.21
N 1.8467 -0.4747 4.2819 0.330 -0.424 1.177 0.09
H -1.3163 4.5218 5.1098 0.256 -0.273 0.073 0.40
H 0.4509 4.5116 6.9277 -0.023 -0.286 -0.241 0.41
H 2.0749 2.5854 6.9766 -0.185 0.184 0.071 0.34
H -1.2690 2.6916 3.3784 0.328 0.079 0.335 0.46
H 3.1546 0.8651 7.0642 0.058 -0.240 0.072 0.35
H 4.1825 -1.4293 7.2294 -0.302 0.104 -0.270 0.41
H 3.4526 -3.1639 5.5326 -0.072 0.252 0.029 0.41
H 1.9461 -2.4417 3.6375 0.248 0.208 0.335 0.37
```
Forces are in eV/Å.

For the frontier orbital gap, the calculation gives 4.2699 eV. For the LUMO energy, the calculation gives -0.0413 Ha. As for the total energy: -76443.032 eV. Its net charge is 0. As for the multiplicity: 1.

=====

2.
A molecular structure, H6O3Rb. Source: the OMol25 dataset; level of theory: ωB97M-V with the def2-TZVPD basis set.

Structure (XYZ):
```
10
Properties=species:S:1:pos:R:3:forces:R:3:mulliken_charge:R:1
Rb 15.8080 18.9212 -13.0815 -0.033 0.047 -0.075 0.90
O 14.6086 17.2093 -15.1000 0.169 0.217 0.355 -0.55
H 14.7110 16.2859 -14.8697 0.058 -0.324 -0.035 0.30
H 14.0567 17.2019 -15.8821 -0.183 0.098 -0.284 0.29
O 17.6446 16.7727 -12.5952 -0.309 0.313 -0.127 -0.61
H 17.9529 15.9782 -13.0310 0.240 -0.194 -0.198 0.31
H 17.3324 16.4725 -11.7416 0.013 -0.166 0.399 0.33
O 14.2261 17.1698 -11.3658 0.344 0.207 -0.233 -0.55
H 13.6977 17.1355 -10.5684 -0.153 0.073 0.315 0.28
H 13.9964 16.3709 -11.8404 -0.146 -0.270 -0.117 0.30
```
Forces are in eV/Å.

For the frontier orbital gap, the calculation gives 12.4420 eV. For the LUMO energy, the calculation gives -0.1270 Ha. As for the total energy: -6890.841 eV. Its net charge is +1. As for the multiplicity: 1.

=====

3.
A molecular structure, C21H29FLaN8O. Source: the OMol25 dataset; level of theory: ωB97M-V with the def2-TZVPD basis set.

Structure (XYZ):
```
61
Properties=species:S:1:pos:R:3:forces:R:3:mulliken_charge:R:1
La 0.1260 0.1267 0.2219 -1.447 -0.284 -3.659 2.45
N 2.1013 2.2584 -3.4381 -0.586 0.064 0.187 -0.06
C 3.2453 1.6123 -3.0653 0.231 -0.384 0.269 -0.79
C 2.9030 0.8127 -2.0093 0.461 0.265 -0.449 -0.71
N 1.5821 0.9510 -1.7375 -0.006 0.825 -1.000 0.30
C 1.1147 1.8414 -2.6008 0.755 -0.333 -0.118 -0.14
C -0.2434 2.2994 -2.5197 -0.754 0.225 0.162 0.15
N -1.0096 1.9802 -1.4861 0.670 0.084 -0.492 0.56
C -2.1894 2.6226 -1.6783 -0.226 0.278 -0.354 -0.84
C -2.1491 3.3330 -2.8465 -0.327 -0.086 0.277 -0.73
N -0.9075 3.1211 -3.3733 0.400 -0.231 0.056 -0.07
H 2.0281 2.9483 -4.1697 0.040 -0.078 0.089 0.18
H 4.1753 1.7628 -3.5715 0.192 0.056 -0.087 0.43
H 3.5192 0.1708 -1.4161 0.208 -0.124 0.086 0.56
H -2.9877 2.5342 -0.9697 -0.219 0.064 0.098 0.47
H -2.8738 3.9448 -3.3418 -0.157 0.125 -0.049 0.45
H -0.5811 3.4766 -4.2589 -0.037 -0.021 0.130 0.19
C -3.2195 -1.1500 -0.4093 -0.024 -0.046 0.092 -1.08
N -1.9333 -1.3191 -1.0980 -0.367 -0.261 -0.158 0.86
C -2.0933 -0.8722 -2.4865 0.081 0.027 -0.018 -1.31
C -1.5835 -2.7477 -1.0689 0.425 -0.105 -0.040 -1.11
C -0.1388 -3.0093 -1.4935 -0.384 0.055 0.026 -1.07
N 0.8280 -2.3128 -0.6329 0.311 -0.874 -0.254 0.79
C 2.1578 -2.4296 -1.2438 0.061 0.047 -0.017 -1.31
C 0.8923 -2.9630 0.6902 0.050 -0.034 0.086 -1.41
H -4.0294 -1.6563 -0.9519 0.007 0.036 0.010 0.40
H -3.4602 -0.0911 -0.3242 -0.024 0.053 -0.039 0.20
H -3.1560 -1.5602 0.5968 0.027 0.046 -0.016 0.28
H -2.6803 -1.5873 -3.0788 -0.001 -0.003 0.050 0.35
H -1.1218 -0.7445 -2.9646 0.036 -0.003 -0.072 0.20
H -2.6127 0.0844 -2.5004 0.067 -0.007 -0.029 0.45
H -2.2536 -3.3247 -1.7283 0.038 0.055 0.155 0.44
H -1.7215 -3.1075 -0.0471 -0.089 0.016 -0.074 0.40
H 0.0091 -2.6777 -2.5264 0.046 -0.003 0.103 0.42
H 0.0413 -4.0978 -1.4744 -0.010 0.147 -0.039 0.42
H 2.4538 -3.4818 -1.3618 -0.036 0.057 0.014 0.39
H 2.8866 -1.9304 -0.6076 -0.007 -0.009 0.021 0.22
H 2.1608 -1.9570 -2.2264 -0.023 -0.014 -0.007 0.40
H 1.0754 -4.0414 0.5873 -0.041 0.052 0.008 0.41
H -0.0313 -2.8058 1.2478 -0.006 -0.050 -0.008 0.33
H 1.7066 -2.5205 1.2652 -0.075 -0.006 -0.057 0.39
O -1.1421 -0.4812 1.8083 -1.335 -0.443 1.784 -0.43
C -1.4777 -0.0905 3.0011 -0.912 0.126 1.561 0.09
C -2.0542 -1.0374 3.8828 0.165 0.156 -0.301 -0.58
C -2.4961 -0.6981 5.1359 -0.009 0.066 0.044 -0.71
C -2.3902 0.6166 5.5841 -0.033 0.067 0.109 -0.93
C -1.8279 1.5643 4.7634 0.018 -0.208 -0.155 -0.90
C -1.3529 1.2507 3.4801 -0.179 -0.832 0.072 0.63
C -0.7269 2.2838 2.6885 0.143 0.365 -0.382 0.48
N -0.1989 2.1647 1.4677 -0.497 1.074 1.438 0.41
C 0.3077 3.3941 1.1353 0.007 0.459 0.155 -0.51
C 0.0784 4.2731 2.1468 0.253 0.049 -0.523 -0.86
N -0.5768 3.5661 3.1126 -0.096 -0.338 0.080 -0.06
H -2.1432 -2.0557 3.5248 0.008 0.005 -0.035 0.40
H -2.9400 -1.4524 5.7703 0.001 -0.033 0.046 0.43
H -2.7419 0.8905 6.5662 -0.039 0.029 0.073 0.41
H -1.7655 2.5803 5.1264 0.027 0.048 0.084 0.28
H 0.8030 3.5590 0.1947 0.043 0.087 -0.031 0.42
H 0.3217 5.3094 2.2607 0.044 0.161 0.012 0.46
H -0.8746 3.9356 3.9990 0.012 -0.068 -0.054 0.16
F 2.0026 -0.1476 0.9699 3.117 -0.393 1.140 -0.65
```
Forces are in eV/Å.

For the frontier orbital gap, the calculation gives 7.4301 eV. For the LUMO energy, the calculation gives -0.0918 Ha. As for the total energy: -39793.476 eV. Its net charge is +1. As for the multiplicity: 1.

=====

4.
A molecular structure, CH5N3O2S. Source: the OMol25 dataset; level of theory: ωB97M-V with the def2-TZVPD basis set.

Structure (XYZ):
```
12
Properties=species:S:1:pos:R:3:forces:R:3:mulliken_charge:R:1
C 0.6989 0.4786 0.0217 1.424 0.452 -1.455 0.24
N -0.1831 0.3658 1.1128 -1.995 -1.590 1.535 -0.45
N -0.2779 0.4669 -1.0620 -0.434 1.339 -0.930 -0.52
N 1.6788 -0.6059 -0.0038 -0.388 -1.540 0.011 -0.68
O -1.8021 -1.4670 -0.1477 -0.013 -1.987 0.368 -0.49
O -2.5586 0.8296 -0.0954 -2.222 1.539 0.772 -0.52
S -1.5326 -0.1044 -0.0030 4.416 2.276 -0.970 0.95
H 1.2070 1.4527 0.0537 0.131 -0.316 -0.144 0.27
H 0.2086 -0.3624 1.7354 -1.116 0.509 0.111 0.27
H -0.4158 1.4784 -1.4236 -0.310 -2.400 0.784 0.36
H 1.3495 -1.3282 0.6554 0.430 0.555 0.045 0.29
H 1.6273 -1.2039 -0.8436 0.078 1.163 -0.128 0.27
```
Forces are in eV/Å.

For the frontier orbital gap, the calculation gives 10.9695 eV. For the LUMO energy, the calculation gives 0.0260 Ha. As for the total energy: -20516.613 eV. Its net charge is 0. As for the multiplicity: 1.

=====

5.
7 unconnected molecules or ions with the total composition H15NO6. Source: the OMol25 dataset; level of theory: ωB97M-V with the def2-TZVPD basis set.

Structure (XYZ):
```
22
Properties=species:S:1:pos:R:3:forces:R:3:mulliken_charge:R:1
N 1.9349 -1.0436 1.1251 0.365 0.373 -0.133 -0.77
H 1.7904 -1.9403 1.5682 -0.183 0.050 0.102 0.23
H 1.3858 -0.3227 1.5829 -0.282 -0.286 0.101 0.24
H 2.9033 -0.7854 1.2807 0.050 -0.131 -0.088 0.23
O -0.7328 -2.4519 -1.7352 -0.331 0.721 0.126 -0.71
H -1.2561 -1.8702 -2.2991 -0.068 -0.301 -0.414 0.34
H -1.0222 -2.1009 -0.8696 0.162 -0.384 0.326 0.39
O 0.3566 2.2058 -2.0070 -0.144 -0.246 -0.146 -0.75
H 0.8399 1.3573 -1.9407 -0.028 -0.378 0.073 0.45
H 0.9451 2.8558 -1.6365 0.566 0.504 -0.072 0.33
O -0.7839 0.6263 2.0881 0.361 -0.178 -0.006 -0.72
H -0.8288 1.2864 1.3707 -0.088 0.604 0.099 0.39
H -0.5804 1.0709 2.9140 -0.083 0.136 -0.129 0.29
O -1.7740 -1.5125 0.8558 0.157 0.247 -0.945 -0.70
H -1.8691 -2.2341 1.4735 0.140 0.057 0.379 0.31
H -1.2781 -0.7652 1.2564 -0.424 -0.699 0.413 0.41
O -1.0530 2.6682 0.1630 0.316 -0.502 -0.476 -0.78
H -0.5266 2.3924 -0.6528 -0.583 0.218 0.621 0.43
H -1.9578 2.6835 -0.1659 -0.053 0.066 0.138 0.32
O 1.3177 -0.3815 -1.6174 0.009 0.381 -0.380 -0.74
H 1.5087 -0.7502 -0.7347 0.006 -0.031 0.166 0.42
H 0.6805 -0.9881 -2.0196 0.134 -0.222 0.246 0.38
```
Forces are in eV/Å.

For the frontier orbital gap, the calculation gives 11.2273 eV. For the LUMO energy, the calculation gives 0.0171 Ha. As for the total energy: -14019.836 eV. Its net charge is 0. As for the multiplicity: 1.

=====

6.
A molecular structure, CH4BrMnO. Source: the OMol25 dataset; level of theory: ωB97M-V with the def2-TZVPD basis set.

Structure (XYZ):
```
8
Properties=species:S:1:pos:R:3:forces:R:3:lowdin_spin:R:1
Mn -11.2526 -24.8668 -10.3156 -1.340 1.960 -1.030 4.90
Br -12.5891 -22.9800 -11.3454 1.429 -1.937 1.063 0.10
C -15.9038 -24.7619 -11.4036 0.540 0.066 -0.574 0.00
O -15.9125 -26.0862 -11.9008 -0.445 -0.289 0.125 0.00
H -15.4229 -24.6729 -10.4252 -0.253 -0.066 0.181 0.00
H -15.3640 -24.0966 -12.0857 -0.076 0.063 -0.020 0.00
H -16.9373 -24.4346 -11.3792 -0.034 -0.005 0.259 0.00
H -15.0364 -26.4539 -12.0137 0.181 0.206 -0.004 0.00
```
Forces are in eV/Å.

As for the expectation value of S²: 8.761. For the frontier orbital gap (alpha / beta), the calculation gives 4.9496 / 4.9681 eV. For the LUMO energy (alpha / beta), the calculation gives -0.3001 / -0.2994 Ha. As for the total energy: -104502.727 eV. Its net charge is +1. As for the multiplicity: 6.

=====

7.
A molecular structure, C5H8O2. Source: the OMol25 dataset; level of theory: ωB97M-V with the def2-TZVPD basis set.

Structure (XYZ):
```
15
Properties=species:S:1:pos:R:3:forces:R:3:mulliken_charge:R:1
C -1.5011 -0.7460 -0.0557 -0.009 -0.074 -0.003 -1.42
C -0.4827 0.3912 -0.1028 -0.036 -0.215 -0.041 1.14
O -1.1309 1.5980 -0.3619 0.093 0.144 -0.099 -0.60
C 0.5826 0.3013 1.0505 -0.082 0.099 0.276 -0.87
C 1.5068 -0.5423 0.1148 0.135 -0.077 -0.039 -0.57
C 0.7421 0.1723 -0.9780 0.118 0.208 -0.433 0.35
O 1.0856 0.8237 -1.9352 -0.152 -0.441 0.338 -0.59
H -2.3827 -0.4003 0.4938 0.183 -0.027 -0.037 0.39
H -1.8211 -1.0281 -1.0642 0.022 0.093 0.148 0.32
H -1.1063 -1.6339 0.4495 -0.035 0.141 -0.121 0.33
H -0.6475 2.0107 -1.0970 -0.124 0.030 0.145 0.36
H 0.9843 1.2987 1.2542 0.024 -0.220 -0.049 0.29
H 0.2547 -0.1729 1.9783 0.020 0.042 -0.158 0.31
H 2.5913 -0.4234 0.1092 -0.178 0.127 0.131 0.32
H 1.2517 -1.6045 0.1827 0.019 0.169 -0.059 0.25
```
Forces are in eV/Å.

For the frontier orbital gap, the calculation gives 10.7080 eV. For the LUMO energy, the calculation gives 0.0341 Ha. As for the total energy: -9408.776 eV. Its net charge is 0. As for the multiplicity: 1.

=====

8.
A molecular structure, C6H11N4O4S2. Source: the OMol25 dataset; level of theory: ωB97M-V with the def2-TZVPD basis set.

Structure (XYZ):
```
27
Properties=species:S:1:pos:R:3:forces:R:3:mulliken_charge:R:1
N -0.1812 1.3104 4.3756 -0.036 0.028 -0.132 -0.65
C -0.7234 0.0786 3.8157 0.016 -0.085 -0.016 -0.58
S 0.5669 -1.0220 3.1768 0.001 -0.074 -0.145 0.99
O 1.7466 -0.7339 3.9560 -0.065 -0.066 0.045 -0.61
O -0.0037 -2.3445 3.2671 -0.021 0.047 0.004 -0.69
N 0.7355 -0.7030 1.6209 0.086 0.194 0.203 -0.36
S 1.3462 0.6570 1.0786 -0.132 -0.087 -0.117 1.03
N 0.0429 1.6695 0.7371 0.025 0.038 -0.074 -0.57
O 2.1225 1.4171 2.0249 -0.002 0.003 -0.041 -0.67
O 1.8966 0.3846 -0.2247 0.096 0.055 0.029 -0.64
H -0.7221 2.1092 4.0753 -0.006 0.056 -0.031 0.27
H 0.7718 1.4394 4.0522 0.134 0.008 0.079 0.33
H -1.4079 0.2360 2.9794 -0.058 -0.030 -0.032 0.26
H -1.2439 -0.5157 4.5672 0.048 -0.016 0.071 0.38
H -0.3542 2.0107 1.6028 -0.036 -0.017 0.092 0.24
H -0.6521 1.1444 0.2190 -0.048 -0.013 0.001 0.27
N -0.6977 -1.9949 -2.9610 0.006 0.037 -0.050 -0.55
C -1.1512 -1.7860 -4.1953 -0.006 -0.004 0.015 -0.27
C -0.8899 -0.6396 -4.9298 0.002 0.004 -0.001 -0.25
C -0.1106 0.3503 -4.3486 -0.005 -0.006 0.008 -0.45
C 0.3710 0.1489 -3.0668 0.032 0.067 0.002 -0.18
C 0.0533 -1.0364 -2.4150 -0.032 -0.094 0.055 -0.31
H -1.7581 -2.5807 -4.6187 -0.001 0.008 -0.012 0.34
H -1.2880 -0.5291 -5.9303 -0.005 -0.008 0.000 0.35
H 0.1174 1.2617 -4.8880 -0.001 0.001 0.001 0.36
H 0.9857 0.8785 -2.5575 0.010 -0.021 0.034 0.43
H 0.4275 -1.2103 -1.4128 -0.002 -0.025 0.013 0.54
```
Forces are in eV/Å.

For the frontier orbital gap, the calculation gives 8.8718 eV. For the LUMO energy, the calculation gives 0.1079 Ha. As for the total energy: -42222.583 eV. Its net charge is -1. As for the multiplicity: 1.